ORCA calculation (the ωB97M-V functional and the def2-TZVPD basis) on a molecular structure, C6H10 at a distorted geometry.

The geometry in XYZ format:
```
16
Properties=species:S:1:pos:R:3:forces:R:3
C -1.500 0.904 -0.893 0.92 0.40 0.39
C -0.870 0.320 0.353 -0.10 -1.09 -0.46
C -1.451 -0.681 1.013 -0.34 0.37 0.37
C 0.581 0.669 0.611 0.16 -0.32 -1.21
C 1.425 0.275 -0.629 -1.11 1.35 0.57
C 2.186 -0.833 -0.361 1.22 -0.87 -0.26
H -1.733 1.956 -0.759 -0.24 0.18 0.01
H -0.684 0.877 -1.616 -0.25 0.05 -0.35
H -2.350 0.354 -1.278 -0.16 -0.05 0.21
H -2.500 -0.895 0.850 0.04 -0.23 -0.24
H -0.983 -1.238 1.818 0.14 0.21 0.01
H 0.953 0.064 1.441 -0.18 0.67 0.68
H 0.636 1.756 0.690 0.34 -0.03 0.50
H 1.029 -1.011 -0.689 0.21 -0.85 -0.37
H 2.469 -1.266 0.612 -0.46 0.23 0.18
H 2.792 -1.254 -1.164 -0.19 -0.02 -0.05
```
Forces are in eV/Å.

As for the largest force on an atom: 1.8 eV/Å. The value obtained for the total energy is -6379.44888 eV. For the energy above the lowest of the compared OMol25 structures with the same formula, charge and spin, the calculation gives 425.6 kJ/mol. The HOMO energy comes out at -8.22 eV. Its net charge is 0.